The following is a quantum chemistry calculation of a molecular structure, C31H40BrFI2NO2SbTi at a distorted geometry, from the OMol25 dataset.

CARTESIAN COORDINATES (ANGSTROEM)
Ti1 0.9342 -0.0058 0.3357
C1 3.3302 -0.6551 2.1637
C2 3.2885 0.8540 2.4326
C3 3.0713 1.7252 1.1949
C4 2.2499 1.2247 3.4706
C5 2.7230 1.8568 4.6130
C6 1.8736 2.2451 5.6277
C7 0.5200 2.0450 5.4596
C8 -0.0075 1.4568 4.3168
C9 -1.5183 1.4150 4.2180
C10 -2.1602 0.6265 5.3626
C11 -2.0634 2.8477 4.2237
C12 0.8658 0.9997 3.3008
N1 0.3623 0.3314 2.1474
C13 -0.4147 -0.7860 2.3950
C14 -0.3693 -1.5284 3.5908
C15 -1.1274 -2.6682 3.7629
C16 -1.9729 -3.1256 2.7636
C17 -2.0287 -2.4414 1.5574
C18 -1.2624 -1.3119 1.4037
F1 -1.2683 -0.6560 0.1519
H1 4.0715 -0.8773 1.3932
H2 2.3572 -1.0555 1.8456
H3 3.6208 -1.1721 3.0791
H4 4.2720 1.1222 2.8368
H5 2.0300 1.5935 0.8261
H6 3.7802 1.4750 0.3998
H7 3.1977 2.7782 1.4635
H8 3.7850 2.0360 4.7051
H9 2.2620 2.7062 6.5232
H10 -0.1492 2.3670 6.2423
H11 -1.8087 0.9449 3.2723
H12 -1.9799 1.1109 6.3176
H13 -1.7762 -0.3878 5.4149
H14 -3.2343 0.5780 5.2058
H15 -1.7375 3.3856 5.1098
H16 -3.1505 2.8314 4.2210
H17 -1.7174 3.3899 3.3453
H18 0.2923 -1.1823 4.3735
H19 -1.0366 -3.2160 4.6887
H20 -2.5623 -4.0159 2.9080
H21 -2.6446 -2.7852 0.7397
C19 -2.5084 2.3326 -2.8629
C20 -3.1378 2.6277 -1.5186
Sb1 -1.9609 2.3536 0.3397
C21 -1.5325 4.5052 0.5823
C22 -0.3348 4.9452 -0.2383
C23 -3.9073 2.1821 1.3880
C24 -4.6556 3.4855 1.5438
H22 -3.2567 2.4640 -3.6461
H23 -2.1528 1.3045 -2.9163
H24 -1.6779 3.0021 -3.0792
H25 -4.0055 1.9817 -1.3778
H26 -3.4725 3.6639 -1.4867
H27 -1.3437 4.6998 1.6385
H28 -2.4183 5.0607 0.2841
H29 0.5640 4.3916 0.0372
H30 -0.1300 6.0036 -0.0752
H31 -0.5082 4.7974 -1.3012
H32 -3.7608 1.7033 2.3541
H33 -4.4854 1.4900 0.7740
H34 -4.0926 4.1823 2.1590
H35 -5.6189 3.3148 2.0198
H36 -4.8317 3.9420 0.5739
Br1 1.6883 -3.9881 -6.5547
C25 1.7407 -3.2608 -4.8065
C26 0.6836 -3.5041 -3.9404
C27 0.7196 -2.9696 -2.6719
C28 1.8032 -2.1773 -2.2759
C29 2.8555 -1.9363 -3.1648
C30 2.8280 -2.4853 -4.4275
C31 1.7849 -1.5483 -0.9702
O1 2.5072 -0.5440 -0.6580
O2 0.9163 -1.8634 -0.0737
H37 -0.1653 -4.0822 -4.2690
H38 -0.0955 -3.1333 -1.9815
H39 3.6770 -1.3107 -2.8505
H40 3.6264 -2.2936 -5.1273
I1 0.8217 1.6744 -1.8324
I2 0.4198 0.3335 -4.8687

orbital gap (spin up / spin down): 7.0 / 5.4 eV
spin multiplicity: 3
LUMO energy (spin up / spin down): -0.0123 / -0.0728 hartree
E_tot: -5769.53154 Eh
⟨S²⟩: 2.01